(1)
20
Properties=species:S:1:pos:R:3:forces:R:3 method="wB97M-V/def2-TZVPD" total_charge=+1 gap_ev=10.03 spin_multiplicity=1
C -0.849 -1.290 -0.128 -0.38 0.44 0.08
C -1.404 -0.237 0.032 -0.01 -0.81 0.06
C -3.701 0.508 0.282 -0.08 0.05 -0.02
C -2.230 0.931 0.242 -0.26 0.37 0.01
C 2.440 1.030 0.313 0.72 -0.07 0.32
N 3.709 -0.110 0.253 -0.13 0.36 0.14
N 1.375 0.632 -0.391 -0.26 -0.10 -0.55
H 3.970 -0.278 -0.720 -0.02 -0.01 0.14
H -0.372 -2.211 -0.295 0.22 -0.56 -0.08
H -4.341 1.384 0.335 -0.05 0.06 0.03
H -3.893 -0.118 1.151 -0.02 -0.04 0.02
H -3.958 -0.056 -0.612 -0.03 0.01 0.00
H -2.066 1.641 -0.573 0.03 0.04 0.11
H -1.953 1.414 1.182 0.03 0.06 -0.11
H 2.276 1.084 1.387 0.04 0.01 -0.06
H 2.953 1.907 -0.075 -0.01 -0.05 0.05
H 4.521 0.241 0.764 0.01 -0.17 -0.07
H 3.400 -0.990 0.669 0.06 0.09 -0.07
H 0.645 0.020 -0.026 0.21 0.24 0.00
H 1.343 0.787 -1.385 -0.04 0.07 0.01

(2)
20
Properties=species:S:1:pos:R:3:forces:R:3 method="wB97M-V/def2-TZVPD" smiles=CC(C)(N)[NH+]1CC1 total_charge=+1 gap_ev=11.58 spin_multiplicity=1
C -0.060 1.287 1.352 0.55 -0.96 -0.65
C 0.333 0.565 0.065 -1.31 0.98 0.33
C 1.798 0.324 0.051 1.31 -1.18 -3.02
N -0.317 1.270 -0.991 0.47 0.04 0.25
N -0.427 -0.811 0.258 -1.64 -1.17 -0.79
C -1.621 -1.088 -0.638 5.22 -0.85 -1.64
C -0.449 -2.108 -0.540 0.94 2.54 -1.87
H -1.124 1.410 1.328 -0.61 0.07 0.73
H 0.403 0.799 2.194 -0.57 -0.51 0.59
H 0.426 2.216 1.356 0.44 1.58 -0.23
H 2.367 1.125 -0.449 -0.47 -0.16 0.25
H 2.089 -0.621 -0.487 -0.44 0.86 0.07
H 2.235 0.162 0.985 0.28 0.04 1.80
H 0.058 1.304 -1.928 0.19 0.18 0.28
H -0.877 2.068 -0.683 0.52 -0.50 -0.56
H -0.698 -0.913 1.214 0.14 -0.31 0.80
H -1.485 -0.415 -1.504 -1.01 -0.55 0.69
H -2.497 -1.408 -0.214 -2.10 -0.13 1.04
H -0.534 -3.040 -0.027 -0.17 -0.18 0.68
H 0.381 -2.127 -1.343 -1.72 0.20 1.26

(3)
20
Properties=species:S:1:pos:R:3:forces:R:3 method="wB97M-V/def2-TZVPD" smiles="NCCCCC=[NH2+]" total_charge=+1 gap_ev=7.04 spin_multiplicity=1
N -0.297 -2.706 -0.371 -0.31 -1.00 -1.06
C 0.956 -1.923 -0.292 1.71 -0.82 0.41
C 1.041 -0.575 -1.140 -1.85 -1.42 -1.20
C -0.252 0.287 -0.794 -0.12 -0.11 -1.41
C -0.637 0.758 0.659 0.13 -1.31 -3.03
C -0.137 2.096 0.859 -2.93 -0.01 2.81
N -0.923 2.876 1.558 2.16 0.73 -0.49
H -0.247 -3.825 -0.274 0.32 3.74 -0.59
H -0.644 -2.418 -1.303 -0.32 -1.25 0.67
H 1.835 -2.663 -0.356 -0.83 1.63 -0.45
H 1.048 -1.495 0.697 0.05 -0.30 0.84
H 0.972 -0.779 -2.289 0.09 0.34 1.99
H 1.986 -0.069 -0.981 0.11 0.01 0.28
H -0.382 1.155 -1.490 0.47 -0.58 0.47
H -1.082 -0.352 -1.090 -0.08 -0.05 0.03
H -1.751 0.599 0.752 1.28 0.70 0.36
H -0.121 0.090 1.312 0.38 -0.49 0.94
H 0.847 2.537 0.722 0.07 -0.60 -0.60
H -0.355 3.641 1.861 -0.79 1.32 0.53
H -1.858 2.767 1.961 0.45 -0.53 -0.52

Calculated largest force on an atom in order - 0.81, 5.54, 4.06 eV/Å
Calculated ΔE to the lowest compared entry with this formula, charge and spin in order - 3.196, 2.852, 3.377 eV
Calculated HOMO energy in order - -13.406, -14.302, -12.122 eV